1 | Molecular formula: C36H72O14
Method: DFT, ωB97M-V with the def2-TZVPD basis set

The geometry in ORCA input format:
```
! wB97M-V def2-TZVPD RIJCOSX def2/J DEFGRID3
* xyz 0 1
C -2.596 -3.813 -3.715
C -2.816 -5.214 -2.957
O -2.093 -5.243 -1.751
C -2.462 -6.127 -0.780
C -1.561 -6.200 0.285
O -3.490 -6.873 -0.935
H -1.584 -3.611 -3.849
H -3.013 -2.834 -3.340
H -3.021 -3.844 -4.805
H -3.961 -5.345 -3.014
H -2.664 -6.058 -3.581
H -0.611 -5.920 0.038
H -1.659 -7.371 0.698
H -1.921 -5.568 1.134
C -0.595 -2.056 -0.821
C -0.131 -0.948 0.305
O -0.166 0.380 -0.312
C 0.097 1.406 0.608
C 0.268 2.680 -0.132
O -0.070 1.257 1.786
H -1.346 -1.635 -1.085
H -0.727 -3.031 -0.329
H 0.288 -2.028 -1.788
H -0.796 -0.967 1.245
H 0.974 -1.286 0.662
H -0.255 2.829 -1.176
H 1.286 2.982 -0.202
H -0.187 3.263 0.492
C -0.301 0.445 -4.076
C -1.416 1.489 -4.321
O -2.620 0.726 -4.041
C -3.702 1.301 -3.728
C -4.817 0.308 -3.573
O -3.829 2.458 -3.529
H 0.489 0.970 -4.632
H -0.579 -0.640 -4.512
H 0.094 0.487 -3.048
H -1.119 2.414 -3.775
H -1.680 1.879 -5.270
H -5.732 0.759 -3.345
H -4.503 -0.229 -2.551
H -4.755 -0.310 -4.355
C 0.421 -1.782 4.072
C -1.026 -1.670 4.339
C -1.796 -2.981 4.268
O -1.613 -0.507 4.679
H 0.747 -0.769 4.364
H 0.564 -2.191 2.841
H 0.780 -2.504 4.805
H -2.722 -2.744 4.684
H -1.356 -3.669 4.976
H -1.944 -3.284 3.230
C -3.107 1.680 2.586
C -3.116 2.411 1.219
C -3.406 1.699 0.004
O -2.940 3.658 1.252
H -2.293 1.120 2.475
H -4.022 1.168 2.762
H -3.014 2.358 3.454
H -2.862 2.074 -1.023
H -4.393 1.495 -0.141
H -2.975 0.799 -0.113
C 3.571 5.357 -0.477
C 4.939 5.121 -1.139
C 6.139 5.882 -0.692
O 5.002 4.144 -2.071
H 3.247 6.321 -0.162
H 3.612 4.772 0.503
H 2.821 5.028 -0.896
H 6.065 6.826 -0.870
H 7.001 5.453 -1.150
H 6.144 5.705 0.343
C 3.026 1.193 3.833
C 3.201 2.578 3.938
C 3.143 3.427 2.698
O 3.670 3.186 5.073
H 2.233 0.991 3.092
H 2.871 0.611 4.714
H 3.876 0.810 3.417
H 3.823 3.210 2.124
H 3.129 4.322 2.961
H 2.228 3.340 2.172
C 5.061 -4.136 0.981
C 3.649 -4.447 0.918
C 3.255 -5.840 0.564
O 2.689 -3.467 1.132
H 5.931 -4.552 0.367
H 5.533 -4.526 2.076
H 5.268 -3.041 0.929
H 3.758 -6.286 -0.269
H 2.091 -5.762 0.199
H 3.423 -6.530 1.399
C 6.779 0.082 -0.102
C 5.831 0.913 0.624
C 4.507 1.178 -0.213
O 5.828 1.279 1.857
H 6.386 -0.443 -1.147
H 7.279 -0.861 0.488
H 7.554 0.753 -0.349
H 3.830 0.309 -0.071
H 4.806 1.336 -1.287
H 3.987 2.123 0.020
C -4.055 -2.404 0.687
C -4.763 -3.139 1.786
C -6.318 -2.883 1.946
O -4.108 -4.030 2.564
H -4.103 -1.346 0.599
H -4.211 -2.574 -0.404
H -3.039 -2.790 0.951
H -7.060 -3.217 1.169
H -6.713 -1.821 2.324
H -6.637 -3.218 2.922
C -2.144 5.675 -1.128
C -1.054 5.444 -2.125
C -1.509 5.115 -3.548
O 0.106 5.368 -1.739
H -2.725 6.643 -1.198
H -1.949 5.517 -0.277
H -3.015 4.880 -1.101
H -1.476 6.044 -4.159
H -2.450 4.670 -3.501
H -0.604 4.466 -3.956
*
```

The value obtained for the HOMO-LUMO gap is 8.82 eV. The highest occupied orbital energy comes out at -9.0 eV.

2 | Molecular formula: C36H72O14
Method: DFT, ωB97M-V with the def2-TZVPD basis set

The geometry in ORCA input format:
```
! wB97M-V def2-TZVPD RIJCOSX def2/J DEFGRID3
* xyz 0 1
C 0.010 2.976 2.834
C -1.299 3.684 2.595
O -2.132 3.339 3.666
C -3.345 3.811 3.654
C -4.162 3.236 4.799
O -3.741 4.612 2.808
H 0.434 3.207 3.829
H 0.793 3.126 2.068
H -0.174 1.893 2.875
H -1.229 4.790 2.574
H -1.774 3.364 1.669
H -3.541 2.577 5.408
H -4.919 2.563 4.436
H -4.573 4.041 5.386
C -4.440 1.261 -2.935
C -3.980 -0.056 -3.502
O -2.543 -0.165 -3.624
C -1.954 0.483 -4.647
C -0.474 0.140 -4.611
O -2.534 1.130 -5.475
H -3.984 1.465 -1.972
H -5.509 1.041 -2.720
H -4.344 2.029 -3.696
H -4.280 -0.912 -2.907
H -4.312 -0.207 -4.508
H 0.059 0.559 -5.492
H -0.312 -0.937 -4.451
H -0.082 0.668 -3.723
C -1.506 -7.400 2.271
C -1.377 -6.444 1.123
O -2.115 -5.250 1.366
C -1.531 -4.287 2.166
C -2.529 -3.117 2.216
O -0.446 -4.446 2.649
H -0.744 -8.168 2.161
H -2.517 -7.804 2.358
H -1.229 -6.883 3.194
H -0.328 -6.193 0.988
H -1.751 -6.893 0.201
H -3.495 -3.589 2.023
H -2.299 -2.407 1.386
H -2.598 -2.550 3.125
C 3.605 4.283 -1.069
C 3.407 3.832 0.356
C 4.309 4.511 1.343
O 2.502 3.074 0.639
H 3.783 5.350 -1.122
H 2.697 4.006 -1.618
H 4.581 3.830 -1.383
H 4.000 5.526 1.473
H 5.297 4.522 0.916
H 4.226 4.016 2.291
C -0.728 -2.385 -1.752
C -1.663 -3.313 -2.536
C -2.986 -3.469 -1.866
O -1.380 -3.879 -3.560
H 0.169 -2.331 -2.372
H -0.569 -2.656 -0.684
H -1.230 -1.465 -1.817
H -3.766 -3.696 -2.573
H -3.242 -2.527 -1.358
H -2.920 -4.277 -1.107
C -0.663 4.796 -2.031
C -1.491 3.832 -2.792
C -2.748 4.339 -3.372
O -1.084 2.744 -3.061
H 0.000 4.232 -1.391
H -1.245 5.489 -1.371
H -0.150 5.513 -2.684
H -3.125 3.725 -4.189
H -2.638 5.369 -3.715
H -3.579 4.334 -2.657
C 6.832 -1.198 2.886
C 6.277 -0.011 3.572
C 4.826 0.268 3.319
O 6.989 0.595 4.350
H 6.296 -1.485 1.985
H 6.805 -2.038 3.591
H 7.891 -1.038 2.647
H 4.778 0.597 2.273
H 4.498 1.084 3.954
H 4.192 -0.632 3.423
C -3.848 1.363 1.139
C -3.926 2.585 0.344
C -5.193 3.406 0.545
O -3.053 2.871 -0.470
H -2.806 1.008 1.191
H -4.373 0.639 0.547
H -4.392 1.448 2.077
H -5.050 4.444 0.281
H -5.643 3.244 1.499
H -5.867 2.914 -0.217
C 3.367 -0.461 -2.214
C 4.099 -1.222 -3.289
C 3.650 -2.700 -3.369
O 4.833 -0.692 -4.050
H 2.351 -0.307 -2.601
H 3.776 0.518 -1.959
H 3.235 -1.020 -1.320
H 2.662 -2.758 -3.788
H 3.621 -3.126 -2.374
H 4.409 -3.228 -3.958
C 1.396 -0.123 1.066
C -0.049 0.167 0.884
C -0.360 0.834 -0.425
O -0.933 -0.273 1.603
H 1.569 -0.688 2.005
H 1.988 0.790 0.971
H 1.648 -0.814 0.254
H 0.438 0.590 -1.130
H -0.463 1.921 -0.336
H -1.227 0.378 -0.857
C 4.460 -4.959 1.345
C 3.681 -3.750 0.933
C 2.273 -4.012 0.559
O 4.126 -2.619 0.926
H 4.473 -5.616 0.435
H 3.946 -5.481 2.143
H 5.476 -4.752 1.569
H 1.773 -3.084 0.383
H 1.775 -4.483 1.409
H 2.217 -4.705 -0.252
*
```

The value obtained for the HOMO-LUMO gap is 9.87 eV. The highest occupied orbital energy comes out at -9.4 eV.

Most stable = 2

1 | Molecular formula: C4H11N2S
Method: DFT, ωB97M-V with the def2-TZVPD basis set

The geometry in ORCA input format:
```
! wB97M-V def2-TZVPD RIJCOSX def2/J DEFGRID3
* xyz 0 2
N -0.904 0.442 -1.412
C 0.346 0.409 -0.469
C 1.391 1.492 -0.669
S 2.337 1.279 -2.311
C -0.083 0.341 0.961
N -1.124 -0.629 1.129
C -0.818 -2.098 0.605
H -1.665 0.840 -0.838
H -0.571 1.288 -1.965
H 0.852 -0.476 -0.798
H 2.183 1.219 0.013
H 0.953 2.427 -0.358
H 0.841 0.106 1.458
H -0.291 1.366 1.179
H -1.403 -0.799 2.043
H 0.146 -2.646 0.961
H -1.530 -2.740 0.857
H -0.661 -1.822 -0.385
*
```

The value obtained for the HOMO-LUMO gap (alpha / beta) is 10.08 / 7.03 eV. The highest occupied orbital energy (alpha / beta) comes out at -9.1 / -9.1 eV.

2 | Molecular formula: C4H11N2S
Method: DFT, ωB97M-V with the def2-TZVPD basis set

The geometry in ORCA input format:
```
! wB97M-V def2-TZVPD RIJCOSX def2/J DEFGRID3
* xyz 0 2
C 0.148 -0.170 0.762
N -1.251 0.102 1.007
C -1.747 1.402 0.421
N -1.540 1.593 -1.032
C 0.692 -1.189 -0.299
C 2.202 -1.198 -0.172
S 2.950 -0.259 -1.550
H 0.708 0.733 0.562
H 0.546 -0.566 1.685
H -1.733 -0.707 0.672
H -1.209 2.230 0.862
H -2.806 1.518 0.715
H -2.169 0.989 -1.557
H -0.580 1.500 -1.337
H 0.324 -0.978 -1.289
H 0.291 -2.195 -0.042
H 2.666 -0.544 0.709
H 2.510 -2.259 -0.119
*
```

The value obtained for the HOMO-LUMO gap (alpha / beta) is 9.71 / 6.74 eV. The highest occupied orbital energy (alpha / beta) comes out at -8.7 / -8.7 eV.

3 | Molecular formula: C4H11N2S
Method: DFT, ωB97M-V with the def2-TZVPD basis set

The geometry in ORCA input format:
```
! wB97M-V def2-TZVPD RIJCOSX def2/J DEFGRID3
* xyz 0 2
C 0.439 -0.982 -1.169
N 0.911 0.218 -0.532
C 0.227 1.465 -0.385
C 0.025 1.848 1.114
S -0.473 3.586 1.158
C -0.192 -2.008 -0.173
N -1.235 -1.478 0.687
H -0.372 -0.709 -1.850
H 1.273 -1.525 -1.603
H 1.856 0.181 -0.234
H -0.788 1.360 -0.767
H 0.711 2.251 -0.965
H 0.931 1.670 1.681
H -0.808 1.250 1.472
H 0.647 -2.391 0.421
H -0.561 -2.908 -0.671
H -0.831 -1.113 1.534
H -1.762 -0.717 0.285
*
```

The value obtained for the HOMO-LUMO gap (alpha / beta) is 9.43 / 6.47 eV. The highest occupied orbital energy (alpha / beta) comes out at -8.4 / -8.4 eV.

Most stable = 3

1 | Molecular formula: H22HeO11
Method: DFT, ωB97M-V with the def2-TZVPD basis set

The geometry in ORCA input format:
```
! wB97M-V def2-TZVPD RIJCOSX def2/J DEFGRID3
* xyz 0 1
He 0.038 -0.045 -0.126
O -0.741 0.859 -2.504
H -1.233 0.164 -2.066
H 0.169 0.562 -2.477
O -1.802 -2.152 -2.047
H -2.086 -1.888 -2.922
H -0.863 -1.969 -2.034
O 0.661 -3.324 1.331
H 1.023 -2.846 0.585
H -0.043 -2.763 1.657
O -1.492 3.191 0.305
H -2.385 2.864 0.196
H -1.259 2.958 1.204
O 3.114 -0.632 1.152
H 2.430 0.025 1.283
H 3.023 -1.225 1.898
O 1.636 1.350 2.301
H 2.000 1.141 3.162
H 1.096 2.125 2.451
O 2.056 0.485 -1.998
H 3.007 0.395 -1.941
H 1.857 1.264 -1.478
O 0.956 -2.172 -1.217
H 1.440 -1.376 -1.434
H 1.090 -2.748 -1.971
O -1.936 -1.751 1.985
H -2.246 -2.524 1.514
H -2.501 -1.041 1.679
O 1.414 2.681 -0.624
H 0.499 2.645 -0.345
H 1.406 3.241 -1.400
O -3.325 0.467 1.234
H -3.548 1.126 0.576
H -3.455 0.912 2.072
*
```

The value obtained for the HOMO-LUMO gap is 9.69 eV. The highest occupied orbital energy comes out at -10.1 eV.

2 | Molecular formula: H22HeO11
Method: DFT, ωB97M-V with the def2-TZVPD basis set

The geometry in ORCA input format:
```
! wB97M-V def2-TZVPD RIJCOSX def2/J DEFGRID3
* xyz 0 1
He 0.238 -0.246 0.146
O 1.690 -1.928 -1.769
H 2.113 -1.259 -1.231
H 2.375 -2.219 -2.372
O -2.918 -0.638 2.534
H -3.131 -1.228 3.257
H -3.586 0.046 2.578
O -0.066 0.209 3.186
H -0.954 0.010 2.889
H -0.176 0.932 3.803
O 1.157 1.871 0.941
H 0.936 1.277 1.658
H 0.317 2.078 0.532
O 0.037 -3.814 0.052
H -0.849 -4.030 -0.240
H 0.411 -3.309 -0.670
O -2.897 1.570 -1.869
H -2.518 0.718 -2.081
H -3.788 1.530 -2.216
O -0.432 0.102 -2.734
H 0.181 0.832 -2.650
H 0.069 -0.665 -2.456
O -1.365 2.607 -0.024
H -1.870 1.974 -0.534
H -1.146 3.299 -0.648
O 1.379 -2.162 1.935
H 0.524 -2.238 1.512
H 1.187 -2.190 2.872
O 1.512 2.106 -2.702
H 2.036 1.955 -3.488
H 1.507 3.057 -2.594
O 3.020 -0.118 0.614
H 2.560 -0.776 1.136
H 2.448 0.648 0.635
*
```

The value obtained for the HOMO-LUMO gap is 10.30 eV. The highest occupied orbital energy comes out at -10.1 eV.

Most stable = 2

1 | Molecular formula: CH5ClP2
Method: DFT, ωB97M-V with the def2-TZVPD basis set

The geometry in ORCA input format:
```
! wB97M-V def2-TZVPD RIJCOSX def2/J DEFGRID3
* xyz 0 1
P -1.482 -1.207 0.338
P -0.251 0.607 -0.123
C 1.470 0.831 0.349
Cl 2.326 -0.714 0.412
H -2.146 -1.291 -1.020
H -0.235 -1.742 0.066
H -0.929 1.786 0.048
H -0.406 0.501 -1.446
H 1.654 1.230 1.376
*
```

The value obtained for the HOMO-LUMO gap is 8.13 eV. The highest occupied orbital energy comes out at -7.6 eV.

2 | Molecular formula: CH5ClP2
Method: DFT, ωB97M-V with the def2-TZVPD basis set

The geometry in ORCA input format:
```
! wB97M-V def2-TZVPD RIJCOSX def2/J DEFGRID3
* xyz 0 1
C -1.081 0.199 -0.554
P -1.692 -1.372 0.176
P 1.594 0.610 0.111
Cl -1.851 1.584 0.099
H -1.071 0.027 -1.580
H -0.590 -2.238 -0.222
H -1.173 -1.207 1.410
H 1.561 0.729 1.511
H 1.879 2.001 0.041
*
```

The value obtained for the HOMO-LUMO gap (alpha / beta) is 7.27 / 7.71 eV. The highest occupied orbital energy (alpha / beta) comes out at -8.2 / -8.4 eV.

Most stable = 1

1 | Molecular formula: C7H11N2O2
Method: DFT, ωB97M-V with the def2-TZVPD basis set

The geometry in ORCA input format:
```
! wB97M-V def2-TZVPD RIJCOSX def2/J DEFGRID3
* xyz 1 1
C 0.071 -2.229 2.838
C -0.887 -1.842 1.901
C 1.357 -1.805 2.365
C -0.206 -0.918 1.054
C -0.836 -0.219 0.072
C 0.959 0.390 -2.071
C -0.006 0.997 -1.121
N 0.437 1.980 -0.183
N -1.249 1.477 -1.743
O -2.055 -0.129 -0.165
O 1.188 -0.900 1.352
H -0.049 -2.948 3.576
H -1.936 -1.764 1.824
H 2.447 -1.856 2.670
H 0.467 -0.458 -2.635
H 1.844 -0.116 -1.671
H 1.149 1.246 -2.784
H 0.924 2.790 -0.497
H 1.153 1.636 0.393
H -1.513 2.260 -1.272
H -2.121 0.645 -1.207
H -1.140 1.764 -2.698
*
```

The value obtained for the HOMO-LUMO gap is 8.72 eV. The highest occupied orbital energy comes out at -13.3 eV.

2 | Molecular formula: C7H11N2O2
Method: DFT, ωB97M-V with the def2-TZVPD basis set

The geometry in ORCA input format:
```
! wB97M-V def2-TZVPD RIJCOSX def2/J DEFGRID3
* xyz 1 1
C -0.722 -2.447 1.213
C 0.101 -3.239 0.709
C -1.990 -2.262 0.114
C 0.392 0.048 -1.333
C -0.844 1.128 0.305
C 1.639 0.661 -0.695
C 0.366 1.823 0.998
N -1.724 -1.063 -0.433
N -0.592 -0.221 -0.229
O -2.845 -3.062 0.037
O 1.326 1.941 -0.083
H -0.721 -1.750 2.031
H 0.646 -3.996 0.172
H -0.041 0.687 -1.993
H 0.502 -0.891 -1.781
H -1.820 1.128 1.029
H -1.242 1.811 -0.434
H 2.073 -0.203 -0.152
H 2.394 0.842 -1.370
H -0.058 2.765 1.386
H 0.653 1.204 1.782
H -2.499 -0.483 -0.690
*
```

The value obtained for the HOMO-LUMO gap (alpha / beta) is 6.76 / 6.76 eV. The highest occupied orbital energy (alpha / beta) comes out at -13.4 / -13.4 eV.

Most stable = 1

1 | Molecular formula: C3H5ClNO2
Method: DFT, ωB97M-V with the def2-TZVPD basis set

The geometry in ORCA input format:
```
! wB97M-V def2-TZVPD RIJCOSX def2/J DEFGRID3
* xyz -1 1
C 2.796 -1.436 -0.082
C 0.331 0.503 -1.323
C 0.115 0.422 0.239
N 1.348 0.361 0.927
O 2.067 -2.267 -0.444
O 3.726 -0.838 0.233
Cl 2.212 1.898 0.550
H -0.307 0.089 -2.038
H 0.532 1.457 -1.497
H 1.238 -0.074 -1.537
H -0.555 1.295 0.498
H -0.417 -0.622 0.464
*
```

The value obtained for the HOMO-LUMO gap is 6.23 eV. The highest occupied orbital energy comes out at -2.3 eV.

2 | Molecular formula: C3H5ClNO2
Method: DFT, ωB97M-V with the def2-TZVPD basis set

The geometry in ORCA input format:
```
! wB97M-V def2-TZVPD RIJCOSX def2/J DEFGRID3
* xyz -1 1
C -2.263 1.212 0.157
C 0.933 0.084 -0.783
C 0.970 -0.484 0.666
N -0.339 -0.868 1.065
O -2.057 1.943 1.052
O -2.505 0.593 -0.786
Cl -0.779 -2.299 0.229
H 2.016 0.255 -1.330
H 0.553 -0.664 -1.553
H 0.538 1.133 -0.939
H 1.712 -1.336 0.870
H 1.222 0.431 1.353
*
```

The value obtained for the HOMO-LUMO gap is 5.49 eV. The highest occupied orbital energy comes out at -1.9 eV.

Most stable = 1